1.
The following is a quantum chemistry calculation of a cluster of 2 separate species, C3H3OP in total, from the OMol25 dataset.

Results
- energy above the lowest of the compared OMol25 structures with the same formula, charge and spin (kcal per mole) = 160.1
- LUMO level (alpha / beta) (eV) = -2.24 / -2.24
- charge = 0
- E (eV) = -14488.0799

Last column: Mulliken charge in e.
CARTESIAN COORDINATES (ANGSTROEM)
C (-1.66, -0.32, -0.52)  -0.115
C (-0.41, -0.58, -0.21)  -0.150
C (-0.88, 0.83, -0.15)  0.087
O (2.29, 0.96, 0.27)  -0.800
P (-0.57, 2.31, 0.36)  -0.025
H (-2.60, -0.60, -0.98)  0.340
H (0.41, -1.13, 0.05)  0.480
H (3.14, 1.21, 0.27)  0.183



2.
The following is a quantum chemistry calculation of a structure of composition C4H3MnO2, from the OMol25 dataset.

Results
- spin multiplicity = 7
- LUMO level (alpha / beta) (eV) = -1.37 / -1.72
- charge = 0
- E (eV) = -39604.8127

Last column: Löwdin spin population.
CARTESIAN COORDINATES (ANGSTROEM)
O (1.07, 2.34, -0.18)  0.250
C (0.33, 1.45, 0.46)  0.048
C (0.20, 0.12, 0.12)  0.019
C (-0.98, -0.63, 0.30)  -0.068
C (-1.10, -2.00, 0.11)  0.002
O (-0.24, -2.90, 0.35)  0.089
H (0.96, -0.24, -0.62)  0.017
H (-2.12, -2.36, -0.16)  -0.004
Mn (1.43, 2.49, -1.93)  5.644
H (0.44, 1.73, 1.55)  0.004



3.
The following is a quantum chemistry calculation of the molecule C3H4ClF, from the OMol25 dataset.

Results
- energy above the lowest of the compared OMol25 structures with the same formula, charge and spin (kcal per mole) = 24.4
- LUMO level (eV) = 1.12
- charge = 0
- E (eV) = -18414.0160
- SMILES string = F[C@@H]1C[C@H]1Cl

Last column: Mulliken charge in e.
CARTESIAN COORDINATES (ANGSTROEM)
C (0.30, -0.35, 0.40)  -0.676
C (-0.89, 0.41, 0.05)  0.118
C (0.30, 0.51, -0.81)  -0.046
F (-1.30, 1.62, 0.64)  -0.294
Cl (0.32, -0.32, -2.44)  -0.217
H (0.95, -0.29, 1.26)  0.277
H (0.14, -1.36, 0.08)  0.251
H (-1.84, -0.09, -0.51)  0.255
H (0.79, 1.51, -0.98)  0.331



4.
The following is a quantum chemistry calculation of a cluster of 2 separate species, C11H12N4 in total, from the OMol25 dataset.

Results
- energy above the lowest of the compared OMol25 structures with the same formula, charge and spin (kcal per mole) = 19.5
- LUMO level (alpha / beta) (eV) = -0.89 / -0.89
- charge = 0
- E (eV) = -17557.8452
- SMILES string = [H]/N=C1\N=CC=CC1=C=C.Cc1c[nH]cn1

Last column: Mulliken charge in e.
CARTESIAN COORDINATES (ANGSTROEM)
C (-1.35, 1.50, -1.53)  -0.797
C (-1.12, 0.15, -1.68)  -0.567
C (-2.17, 1.89, -0.44)  0.072
C (0.63, 1.04, 1.72)  -0.263
C (-1.34, -0.71, -0.52)  1.303
C (1.81, -0.66, 0.97)  -1.244
C (2.11, 0.43, 0.20)  1.178
C (-1.97, -0.10, 0.66)  0.088
C (-0.36, -3.07, -0.57)  -0.877
C (-1.02, -1.98, -0.57)  -0.013
C (2.97, 0.83, -0.94)  -1.339
N (-2.47, 1.15, 0.57)  -0.653
N (1.31, 1.49, 0.69)  -0.568
N (0.84, -0.28, 1.92)  -0.059
N (-2.28, -0.91, 1.61)  -0.704
H (-1.21, 2.32, -2.17)  0.462
H (-0.64, -0.22, -2.54)  0.541
H (-2.77, 2.88, -0.33)  0.361
H (-0.07, 1.46, 2.46)  0.421
H (0.72, -3.02, -0.59)  0.255
H (-0.89, -3.99, -0.51)  0.274
H (3.60, 0.07, -1.12)  0.435
H (2.46, 1.07, -1.94)  0.204
H (3.62, 1.69, -0.83)  0.320
H (0.09, -0.85, 2.27)  0.359
H (2.29, -1.56, 0.78)  0.555
H (-2.80, -0.60, 2.41)  0.253



One value per record, in order, for maximum force: 6.79; 4.47; 5.10; 3.90 eV/Å.